C25H41BrN2P2Pb | ωB97M-V/def2-TZVPD

Last column: Löwdin charge in e.
Cartesian coordinates (Å):
1 C -0.66541 7.33134 -3.12738  -0.0058
2 C -0.84211 5.94664 -3.37058  -0.2273
3 C -1.15391 5.56404 -4.69888  -0.0064
4 C -1.26861 6.55314 -5.68038  -0.1199
5 N -1.10101 7.86734 -5.45038  0.0775
6 C -0.80511 8.22974 -4.18978  -0.1195
7 C -0.71261 4.98594 -2.33038  0.0807
8 C -0.60081 4.15564 -1.43128  0.0549
9 C -0.47121 3.19444 -0.39038  -0.1943
10 C 0.59449 3.26924 0.54222  0.0128
11 C 0.71649 2.32044 1.56232  -0.1225
12 C -0.21081 1.26114 1.70292  -0.4630
13 C -1.27171 1.19394 0.76932  -0.1074
14 C -1.40431 2.13474 -0.25678  0.0173
15 Pb -0.02811 -0.09416 3.17052  1.0240
16 P 1.86239 -1.00016 2.14782  0.8165
17 H -1.30171 4.50874 -4.94638  0.1180
18 H -0.42331 7.68614 -2.12138  0.1183
19 H -1.51001 6.26974 -6.71418  0.1184
20 H -0.67051 9.30614 -4.01458  0.1185
21 H -2.23181 2.06304 -0.97028  0.1396
22 H 1.32199 4.08264 0.45262  0.1396
23 H -2.01051 0.38734 0.84422  0.1002
24 H 1.55229 2.40754 2.26652  0.0955
25 C 2.15859 -2.66256 2.92812  -0.4706
26 C 3.14229 -3.64146 2.27532  -0.1051
27 H 1.15259 -3.11746 2.98012  0.0347
28 H 2.42829 -2.42796 3.97422  0.0274
29 H 3.38439 -4.45196 2.98572  0.0998
30 H 2.70829 -4.11106 1.37592  0.0808
31 H 4.08859 -3.15736 1.98602  0.0645
32 C 1.75739 -1.26646 0.31052  -0.3335
33 C 2.83109 -0.64586 -0.59258  -0.1002
34 H 0.75999 -0.88436 0.02912  0.0688
35 H 1.69449 -2.36176 0.17232  0.0783
36 H 2.57199 -0.82186 -1.65178  0.0996
37 H 2.89479 0.44604 -0.44728  0.0768
38 H 3.83209 -1.07126 -0.41748  0.0767
39 C 3.35829 0.06254 2.44922  -0.3610
40 C 4.74769 -0.58706 2.41962  -0.1083
41 H 3.16869 0.49704 3.44652  0.0691
42 H 3.28179 0.88934 1.71762  0.0774
43 H 5.52059 0.18724 2.57232  0.1001
44 H 4.85549 -1.32196 3.23502  0.0864
45 H 4.96419 -1.09396 1.46532  0.0714
46 Br 0.20349 -1.81266 5.03112  0.3827
47 P -2.70971 -3.68816 -1.17248  0.9870
48 C -0.83211 -3.73476 -1.03518  -0.4612
49 C -0.22841 -5.13836 -1.18508  -0.1751
50 H -0.52081 -3.26496 -0.08108  0.0395
51 H -0.45131 -3.08516 -1.84578  0.0694
52 H 0.84279 -5.08146 -1.45048  0.0663
53 H -0.31031 -5.72256 -0.25238  0.0700
54 H -0.74751 -5.70666 -1.97688  0.0699
55 C -3.18831 -3.35726 0.61442  -0.4605
56 C -4.59981 -3.82816 0.98822  -0.1716
57 H -3.11391 -2.26036 0.74352  0.0427
58 H -2.43421 -3.81076 1.28802  0.0650
59 H -4.68061 -4.00536 2.07582  0.0709
60 H -5.35901 -3.07636 0.70812  0.0734
61 H -4.85931 -4.77326 0.48022  0.0681
62 C -2.90821 -1.93096 -1.80888  -0.4607
63 C -3.17381 -1.85906 -3.31808  -0.1742
64 H -2.01561 -1.33346 -1.53648  0.0538
65 H -3.76271 -1.49806 -1.25508  0.0695
66 H -3.65461 -0.90236 -3.59048  0.0713
67 H -2.23761 -1.93466 -3.90008  0.0705
68 H -3.83561 -2.68076 -3.64398  0.0680
69 N 0.42399 1.41044 4.60272  -0.0413
70 H -0.09981 2.28554 4.37812  0.1189
71 H 1.44719 1.61444 4.60662  0.1009
72 H 0.14039 1.09264 5.55582  0.0882

Atoms 1-3, force components in eV/Å:
C 0.0 -0.5 0.0
C -0.2 1.1 -1.2
C 0.1 0.1 0.5

ΔE to the lowest compared entry with this formula, charge and spin in kJ/mol: 95.6
2S+1: 1
E in eV: -123418.562
Molar mass in g mol⁻¹: 718.67
HOMO energy in eV: -12.749
Charge: +2